A structure of composition C10H10BiCl2I2O6STi at a distorted geometry, computed with ωB97M-V/def2-TZVPD.

Output
relative energy (zero: lowest compared OMol25 entry of this formula, charge and spin) = 25.8 kcal per mole
orbital gap (spin up / spin down) = 4.610 / 4.600 eV
LUMO (spin up / spin down) = -17.8 / -17.8 eV
energy = -103802.7530 eV

The geometry in ORCA input format:
```
! RIJCOSX wB97M-V def2-TZVPD def2/J DEFGRID3
* xyz 4 2
I 3.8658 -1.3865 0.1888
I 3.9488 1.3894 0.1379
Bi 0.0884 1.5370 0.9127
Ti 0.2215 -1.5464 0.8545
S 0.9393 -0.2160 -0.8327
C -1.0816 -2.5475 -0.2412
C -0.6730 -2.5897 2.4910
C -0.1840 -0.0555 -2.5516
C 0.3157 1.2323 -3.1736
C -1.6725 -0.0363 -2.3237
C 0.2926 -1.3103 -3.2555
C -0.8553 2.9355 2.9251
C -1.4296 2.8469 -0.6979
O -1.0819 -3.4528 3.1507
O -1.7005 -3.3201 -0.8431
O -1.3562 3.8386 3.3911
O -1.9980 3.7351 -1.1728
H -0.0540 1.3227 -4.2044
H 1.4092 1.2601 -3.1975
H -0.0385 2.1103 -2.6216
H -2.1540 -0.0106 -3.3134
H -2.0044 0.8573 -1.7837
H -2.0302 -0.9206 -1.7924
H -0.0758 -1.3584 -4.2861
H -0.0600 -2.1993 -2.7275
H 1.3849 -1.3342 -3.2844
Cl 0.8680 1.7856 4.8193
C 0.5126 0.0876 4.4646
Cl -1.2366 -0.1199 3.8519
C 1.5275 -0.5479 3.5144
O 2.5717 -1.0017 3.9677
O 1.1703 -0.5065 2.2417
H 0.5698 -0.4780 5.3917
*
```

Here are the Löwdin charges for atoms 1 to 8, given in e: atom 1 (I): 0.588, atom 2 (I): 0.518, atom 3 (Bi): 1.575, atom 4 (Ti): 0.566, atom 5 (S): 0.304, atom 6 (C): -0.062, atom 7 (C): -0.033, atom 8 (C): -0.674

A structure of composition C5H6ClNO at a distorted geometry, computed with ωB97M-V/def2-TZVPD.

Output
relative energy (zero: lowest compared OMol25 entry of this formula, charge and spin) = 75.1 kcal per mole
orbital gap = 9.755 eV
LUMO = 0.6 eV
energy = -21339.2260 eV

The geometry in ORCA input format:
```
! RIJCOSX wB97M-V def2-TZVPD def2/J DEFGRID3
* xyz 0 1
C 1.3519 -0.0493 -0.8911
C 0.3460 1.0365 -1.2530
C 0.0021 -0.7945 -0.7557
C -0.6494 -0.0007 0.3908
C -0.3845 1.2692 0.1245
H 3.1002 0.3453 0.0782
H 1.8139 -0.4852 -1.8129
H 0.8086 1.9198 -1.7949
H -0.0452 -0.3903 -2.7932
H -0.1232 -1.8860 -0.7094
H -0.5741 2.1651 0.6529
N -0.4686 -0.0045 -1.9062
O 2.1611 0.0383 0.2542
Cl -1.3521 -0.6300 1.8821
*
```

Here are the natural (NBO) charges for atoms 1 to 8, given in e: atom 1 (C): 0.102, atom 2 (C): -0.113, atom 3 (C): -0.135, atom 4 (C): 0.009, atom 5 (C): -0.227, atom 6 (H): 0.485, atom 7 (H): 0.163, atom 8 (H): 0.208